Record 1
Formula: C7H19NO3
Source: the Open Molecules 2025 dataset
Level of theory: ωB97M-V/def2-TZVPD

Geometry (Å):
C 0.80106 1.10790 -1.23579
C 1.75365 0.54290 -0.12466
C 1.61090 -1.00105 0.30019
C 2.25300 -1.94358 -0.44792
C -0.45664 -1.01746 1.52632
C 0.89402 -1.35877 1.49074
C 1.64552 -2.15973 2.51842
N 0.98116 0.42204 -2.54457
H -0.27810 0.58918 -0.88973
H 0.97157 2.07984 -1.33371
H 1.59984 1.21407 0.80273
H 2.75711 0.71246 -0.44383
H 2.23464 -3.00265 -0.07968
H 2.64985 -1.82145 -1.42817
H -1.10037 -1.48315 2.23450
H -0.82775 -0.29146 0.93083
H 1.96474 -1.29559 3.26491
H 0.95134 -2.82300 3.02857
H 2.33724 -2.99219 2.13688
H 0.02051 0.45077 -3.05865
H 1.34083 -0.54743 -2.49322
H -3.42055 0.07701 0.48622
H -2.14672 0.55108 0.29469
O -2.90914 0.54250 -0.23273
H -2.80482 2.45804 -1.88066
H -3.00302 1.04862 -2.40790
O -2.66570 1.89091 -2.64716
H -2.49240 1.47737 1.78669
H -1.17817 2.34413 2.44427
O -1.60678 1.72644 1.66157

As for the spin multiplicity: 2. As for the net charge: -1. Its lowest unoccupied orbital energy (alpha / beta) is 3.26 / 3.18 eV. Its expectation value of S² is 0.751. The calculation puts the energy above the lowest of the compared OMol25 structures with the same formula, charge and spin at 299.6 kJ/mol. The value obtained for the HOMO-LUMO gap (alpha / beta) is 2.967 / 8.739 eV.

***

Record 2
Formula: C7H19NO3
Source: the Open Molecules 2025 dataset
Level of theory: ωB97M-V/def2-TZVPD

Geometry (Å):
C 0.56854 -0.20865 2.51033
C -0.73316 -1.02422 2.12483
C -0.85546 -1.36945 0.70330
C 0.11237 -0.25267 -1.19398
C -0.84277 -0.16446 -0.20605
C -1.77934 0.94496 0.01844
C -1.27449 2.14111 -0.31259
N 1.80457 -0.75541 1.77906
H 0.34106 0.85716 2.24621
H 0.89162 -0.28188 3.55409
H -0.84121 -1.87375 2.67104
H -1.75440 -0.53893 2.23263
H 0.03013 -2.00486 0.36531
H -1.78323 -2.00395 0.44249
H 0.78637 -1.13075 -1.20084
H 0.13438 0.57003 -1.95751
H -2.80408 0.87526 0.33081
H -0.17798 2.24214 -0.63926
H -1.87335 2.98393 -0.34341
H 1.88110 -0.24831 0.87068
H 1.78275 -1.73949 1.71455
H 3.32826 0.11741 2.76575
H 3.81982 1.68382 2.80088
O 3.97353 0.74229 3.16524
H -2.16176 0.15362 -3.78876
H -1.25300 1.26439 -3.80089
O -2.17848 0.97644 -3.38833
H 0.93134 -0.38568 -4.74529
H -0.30381 -1.18283 -4.47968
O 0.23067 -0.38729 -4.23904

As for the spin multiplicity: 1. As for the net charge: 0. Its lowest unoccupied orbital energy is 0.23 eV. The calculation puts the energy above the lowest of the compared OMol25 structures with the same formula, charge and spin at 214.3 kJ/mol. The value obtained for the HOMO-LUMO gap is 8.886 eV.

***

Record 3
Formula: C7H19NO4
Source: the Open Molecules 2025 dataset
Level of theory: ωB97M-V/def2-TZVPD

Geometry (Å):
C 1.03509 3.22372 0.86053
C 0.11427 1.96963 0.93319
C 0.80764 0.69264 1.52290
C 0.65804 -0.41710 0.51778
C 1.44723 -0.75493 -0.57014
N 0.78236 -1.78216 -1.25721
C -0.31340 -2.14573 -0.52909
C -0.47581 -1.32507 0.53790
H 1.94850 3.04784 0.26761
H 1.17181 3.60596 1.86437
H 0.47532 4.09326 0.45689
H -0.77676 2.49135 1.34123
H -0.29857 1.67110 -0.00327
H 1.88884 0.97212 1.62473
H 0.43723 0.44772 2.49056
H 2.23446 -0.23960 -1.12313
H 1.02523 -2.30508 -2.07739
H -0.84206 -3.04378 -0.72616
H -1.23702 -1.32834 1.30927
H -2.72633 -1.92755 -0.70361
H -3.53796 -2.16776 0.57156
O -3.62577 -1.88001 -0.34174
H 0.96582 0.89012 -2.30694
H 1.44439 2.27483 -3.00301
O 1.43193 1.32108 -3.02045
H -3.14682 0.04776 -1.20648
H -2.27833 0.28161 -2.43120
O -2.29051 0.43122 -1.48090
H 1.06616 -2.04884 2.51345
H 1.17298 -3.16552 1.53733
O 1.44203 -2.93051 2.43144

As for the spin multiplicity: 1. As for the net charge: 0. Its lowest unoccupied orbital energy is 0.50 eV. The calculation puts the energy above the lowest of the compared OMol25 structures with the same formula, charge and spin at 173.4 kJ/mol. The value obtained for the HOMO-LUMO gap is 9.325 eV.

***

Record 4
Formula: C7H19NP
Source: the Open Molecules 2025 dataset
Level of theory: ωB97M-V/def2-TZVPD

Geometry (Å):
C -1.58668 1.29950 -0.65924
C 0.81901 1.68470 0.08825
C 0.51843 1.02706 -2.24105
C -0.87629 -0.72997 1.90295
C 1.54880 -1.12842 1.35129
C -0.10353 0.91175 -0.84582
C 0.10734 -1.21872 0.85072
N -0.12104 -0.64091 -0.49423
P -0.38256 -3.09773 0.65252
H -1.57493 2.26302 -0.17621
H -1.93096 1.34613 -1.75656
H -2.09555 0.55639 -0.20728
H 1.85675 1.53174 -0.16640
H 0.59915 1.62694 1.10846
H 0.66948 2.79990 -0.15589
H 1.42566 0.54122 -2.23596
H -0.05877 0.67023 -3.13174
H 0.69339 2.03185 -2.51501
H -0.63149 0.16809 2.47630
H -0.81642 -1.56448 2.56826
H -1.83522 -0.73304 1.41051
H 2.26793 -1.31269 0.53672
H 1.83833 -1.81874 2.17370
H 1.83307 -0.16208 1.71242
H -1.07669 -0.96092 -0.73906
H 0.50320 -1.12404 -1.25259
H 1.01316 -3.60710 0.23391
H -0.14204 -3.55110 2.00616

As for the spin multiplicity: 1. As for the net charge: +1. Its lowest unoccupied orbital energy is -3.01 eV. The calculation puts the energy above the lowest of the compared OMol25 structures with the same formula, charge and spin at 131.7 kJ/mol. The value obtained for the HOMO-LUMO gap is 10.489 eV.

***

Record 5
Formula: C7H19NP
Source: the Open Molecules 2025 dataset
Level of theory: ωB97M-V/def2-TZVPD

Geometry (Å):
C 2.32929 0.00811 -1.20219
C -1.63382 -2.04390 -0.77993
C -2.20304 1.22744 0.38579
C 0.24994 2.47171 0.03151
C 1.28077 -1.00138 -0.75092
C -0.84271 -1.56726 0.45065
C 0.10535 -0.49083 0.03148
N 1.05445 0.12967 1.65015
P -0.69538 1.03420 -0.66170
H 2.86791 0.45369 -0.36833
H 1.87955 0.78970 -1.80839
H 3.06675 -0.50389 -1.81375
H -0.99354 -2.56747 -1.48459
H -2.09839 -1.20712 -1.29970
H -2.41827 -2.72697 -0.46409
H -2.99385 0.56075 0.04614
H -2.55261 2.25112 0.24994
H -2.01406 1.05999 1.44531
H -0.18183 3.35746 -0.43049
H 1.30071 2.44940 -0.23447
H 0.11910 2.56718 1.10712
H 0.85158 -1.43750 -1.65781
H 1.75841 -1.82214 -0.21346
H -1.55464 -1.20489 1.19125
H -0.30472 -2.41859 0.87047
H 1.72823 0.82611 1.35877
H 0.38578 0.49984 2.31661
H 1.50902 -0.69442 2.03466

As for the spin multiplicity: 1. As for the net charge: +1. Its lowest unoccupied orbital energy is -3.57 eV. The calculation puts the energy above the lowest of the compared OMol25 structures with the same formula, charge and spin at 0.0 kJ/mol. The value obtained for the HOMO-LUMO gap is 9.243 eV.

***

Record 6
Formula: C7H19O4P
Source: the Open Molecules 2025 dataset
Level of theory: ωB97M-V/def2-TZVPD

Geometry (Å):
C 3.69795 -1.28886 2.04286
C 3.73006 0.09030 1.14091
O 3.05141 1.24175 1.75785
C 1.63967 1.34180 1.35613
C 0.70044 1.25331 2.70018
O -0.74884 1.26978 2.44812
P -1.27035 -0.08939 1.48730
O -2.85162 -0.63512 2.00158
H 4.06118 -1.07927 3.16042
H 2.62342 -1.80307 2.04586
H 4.44432 -2.09897 1.58319
H 4.87833 0.40167 1.04185
H 3.37863 -0.16617 0.05192
H 1.46692 2.42272 0.88148
H 1.37357 0.55957 0.51792
H 1.06439 0.32878 3.33434
H 0.93540 2.24080 3.32875
H -1.29366 0.33838 0.08330
H -0.27376 -1.16485 1.53496
H -3.19229 -1.29635 1.30335
C -3.48965 0.09240 -2.32391
C -2.09965 0.34560 -2.93075
C -1.77173 -0.77210 -3.93458
O -1.21283 0.28538 -1.95249
H -3.55042 -0.87005 -1.79911
H -3.76697 0.88075 -1.61252
H -4.25266 0.08162 -3.11158
H -2.19492 1.26500 -3.52579
H -1.76813 -1.76700 -3.47000
H -0.79136 -0.61664 -4.40251
H -2.51684 -0.79174 -4.73903

As for the spin multiplicity: 1. As for the net charge: 0. Its lowest unoccupied orbital energy is -0.94 eV. The calculation puts the energy above the lowest of the compared OMol25 structures with the same formula, charge and spin at 0.0 kJ/mol. The value obtained for the HOMO-LUMO gap is 5.544 eV.

***

Record 7
Formula: C7H20BrO3
Source: the Open Molecules 2025 dataset
Level of theory: ωB97M-V/def2-TZVPD

Geometry (Å):
Br 1.95136 2.40259 3.50526
C -2.62019 1.07034 -0.51871
C -3.59925 1.38660 0.62499
C -3.87584 0.14023 1.48879
O -3.00479 2.31682 1.44988
H -3.12247 0.37625 -1.19255
H -1.64199 0.70085 -0.21099
H -2.36954 1.96325 -1.09141
H -4.53086 1.79067 0.22885
H -3.00990 -0.28281 1.99799
H -4.33033 -0.61559 0.84827
H -4.55814 0.38739 2.30210
H -2.16084 1.91751 1.67328
C 0.52367 -3.92892 0.31574
C 2.03851 -3.67796 0.49174
C 2.69538 -3.11632 -0.78428
O 2.32294 -2.74141 1.52731
H 0.07511 -4.37207 1.20486
H 0.39566 -4.69058 -0.45340
H -0.02084 -3.08667 -0.11111
H 2.53554 -4.62830 0.68642
H 2.61510 -3.84134 -1.59421
H 3.75855 -2.93875 -0.62237
H 2.16505 -2.25529 -1.19107
H 2.01667 -1.86050 1.29971
C 2.57445 4.83833 -2.27785
O 3.03639 3.58460 -1.82047
H 3.19892 5.35731 -3.00504
H 1.51203 4.81066 -2.51992
H 2.62527 5.42823 -1.36268
H 2.80437 3.56488 -0.88913

As for the spin multiplicity: 1. As for the net charge: -1. Its lowest unoccupied orbital energy is 2.73 eV. The calculation puts the energy above the lowest of the compared OMol25 structures with the same formula, charge and spin at 106.2 kJ/mol. The value obtained for the HOMO-LUMO gap is 6.369 eV.

***

Record 8
Formula: C7H20Cl2MgO7S2
Source: the Open Molecules 2025 dataset
Level of theory: ωB97M-V/def2-TZVPD

Geometry (Å):
Mg -5.14295 -18.38003 -41.65257
Cl -4.07180 -18.42162 -43.62684
Cl -5.57824 -20.27290 -40.42228
O -8.25094 -17.76513 -44.75952
S -8.14683 -18.55557 -43.48562
O -7.05005 -18.25093 -42.52847
O -9.59306 -18.50890 -42.72065
C -9.73686 -19.12495 -41.43581
C -9.72736 -18.03652 -40.35095
C -8.19952 -20.33429 -43.97885
H -9.01002 -19.88927 -41.16082
H -10.63646 -19.74045 -41.43333
H -10.00465 -18.49512 -39.40179
H -10.37796 -17.18738 -40.56020
H -8.71045 -17.64592 -40.38855
H -9.12056 -20.52017 -44.53134
H -8.25227 -20.92803 -43.06628
H -7.28106 -20.50093 -44.54165
O -1.42074 -16.58194 -39.85050
S -2.35073 -17.70045 -39.62322
O -3.55923 -17.87445 -40.47196
O -1.41706 -19.08567 -39.49583
C -1.93172 -20.34670 -39.07880
C -1.45049 -21.41706 -40.05226
C -2.97833 -17.67546 -37.95308
H -3.00613 -20.47976 -39.20553
H -1.75080 -20.53788 -38.02106
H -0.43927 -21.78494 -39.87849
H -1.46700 -21.08127 -41.08912
H -2.14209 -22.25615 -39.97659
H -3.81058 -18.37907 -37.93293
H -3.28346 -16.64476 -37.77239
H -2.18600 -17.95529 -37.25883
C -5.96091 -15.50642 -41.80627
O -5.59519 -16.58138 -40.89923
H -5.12346 -14.82467 -41.95455
H -6.21597 -15.89955 -42.79040
H -6.75789 -14.91571 -41.35464
H -5.56133 -16.18732 -40.02450

As for the spin multiplicity: 2. As for the net charge: +1. Its lowest unoccupied orbital energy (alpha / beta) is -2.62 / -9.18 eV. Its expectation value of S² is 0.754. The value obtained for the HOMO-LUMO gap (alpha / beta) is 10.952 / 3.820 eV.

***

Values for E, eV, ordered as above
-15194.9124; -15196.5146; -17246.3900; -18337.9769; -18339.3418; -25039.4128; -83769.4133; -74069.7779